Run one
{"formula": "C6H17N4O", "method": "ωB97M-V/def2-TZVPD", "charge": 1, "homo_energy_ev": -13.5937, "elements": ["C", "C", "C", "N", "N", "N", "H", "H", "H", "H", "H", "H", "H", "H", "H", "H", "C", "C", "C", "O", "N", "H", "H", "H", "H", "H", "H", "H"], "positions_angstrom": [[0.204, -1.732, 2.110], [0.937, -2.526, 0.947], [-1.886, -0.701, 1.282], [-0.547, -0.621, 1.339], [-2.521, -1.205, 2.355], [-2.491, -0.157, 0.123], [-0.638, -2.332, 2.554], [0.877, -1.348, 2.880], [0.353, -2.922, 0.123], [1.548, -3.407, 1.197], [0.122, -0.008, 0.647], [-2.389, -0.686, 3.266], [-3.290, -1.711, 2.222], [-1.879, -0.122, -0.643], [-3.415, -0.567, -0.188], [1.802, -1.933, 0.381], [1.728, 1.792, -2.053], [2.349, 1.448, -0.741], [0.259, 1.578, -1.963], [-0.189, 0.679, -1.308], [-0.610, 2.490, -2.518], [2.098, 2.754, -2.380], [2.126, 1.129, -2.882], [1.706, 2.063, 0.116], [3.373, 1.953, -0.714], [-1.486, 2.374, -2.852], [-0.293, 3.384, -2.797], [2.152, 0.335, -0.503]]}


Run two
{"formula": "C6H17N4O", "method": "ωB97M-V/def2-TZVPD", "charge": 1, "homo_energy_ev": [-11.7366, -13.0996], "elements": ["C", "C", "C", "C", "C", "C", "N", "N", "N", "N", "O", "H", "H", "H", "H", "H", "H", "H", "H", "H", "H", "H", "H", "H", "H", "H", "H", "H"], "positions_angstrom": [[-0.461, -0.622, 1.775], [-1.651, -1.624, 1.591], [-0.226, 0.416, 0.703], [-1.756, -2.202, 0.177], [0.653, 0.120, -0.405], [1.166, -2.718, -1.881], [-0.503, -2.842, -0.245], [1.116, 2.344, -1.316], [1.165, 0.899, -1.304], [0.385, 4.194, 0.579], [0.060, -2.073, -1.206], [-0.772, -0.026, 2.667], [0.516, -1.189, 1.941], [-1.574, -2.383, 2.342], [-2.511, -1.059, 1.656], [-1.010, 1.085, 0.282], [0.393, 1.108, 1.324], [-2.436, -3.054, -0.039], [-1.985, -1.305, -0.459], [0.713, -3.141, -2.839], [1.543, -3.563, -1.257], [1.819, -1.941, -2.112], [2.115, 2.654, -1.699], [1.061, 2.838, -0.396], [1.772, 0.667, -2.054], [0.710, 4.521, 1.415], [-0.533, 3.884, 0.858], [0.231, 5.012, -0.096]]}


Most stable: run one


Run one
{"formula": "C2F3N", "method": "ωB97M-V/def2-TZVPD", "smiles": "N#CC(F)(F)F", "homo_energy_ev": -13.4539, "elements": ["N", "C", "C", "F", "F", "F"], "positions_angstrom": [[2.185, 0.004, 0.003], [1.020, 0.000, -0.001], [-0.455, -0.002, 0.000], [-0.917, -0.623, 1.087], [-0.911, -0.635, -1.082], [-0.922, 1.255, -0.007]]}


Run two
{"formula": "C2F3N", "method": "ωB97M-V/def2-TZVPD", "homo_energy_ev": [-13.5374, -10.3554], "elements": ["C", "C", "N", "F", "F", "F"], "positions_angstrom": [[-0.459, 1.193, 1.708], [0.543, -0.819, -0.663], [-1.074, 2.128, 1.840], [-0.582, -1.273, -0.120], [1.303, -1.551, -1.446], [0.269, 0.322, -1.319]]}


Most stable: run one


Run one
{"formula": "C7H12FN3", "method": "ωB97M-V/def2-TZVPD", "homo_energy_ev": [-6.7859, -8.6392], "elements": ["C", "C", "C", "C", "C", "C", "C", "N", "N", "N", "F", "H", "H", "H", "H", "H", "H", "H", "H", "H", "H", "H", "H"], "positions_angstrom": [[0.014, -0.910, -0.190], [-2.459, -0.754, 0.362], [1.767, 1.448, 0.592], [-1.884, -2.189, 0.032], [-1.876, 0.268, -0.569], [0.373, 1.517, -0.145], [2.851, 0.646, -0.296], [-0.543, -1.967, -0.329], [-0.376, 0.289, -0.359], [2.623, -0.706, -0.502], [2.764, -1.401, 0.754], [-3.629, -0.674, 0.370], [-2.083, -0.518, 1.440], [2.395, 2.373, 0.744], [1.791, 0.887, 1.517], [-2.029, -2.946, 0.937], [-2.345, -2.582, -0.838], [-2.174, -0.098, -1.546], [-2.242, 1.276, -0.331], [-0.131, 2.055, 0.547], [0.465, 1.995, -1.201], [2.917, 1.161, -1.215], [3.811, 0.829, 0.225]]}


Run two
{"formula": "C7H12FN3", "method": "ωB97M-V/def2-TZVPD", "smiles": "FN1CCCN2CCCN=C12", "homo_energy_ev": -8.1783, "elements": ["F", "N", "C", "C", "C", "N", "C", "C", "C", "N", "C", "H", "H", "H", "H", "H", "H", "H", "H", "H", "H", "H", "H"], "positions_angstrom": [[2.820, -1.981, 0.076], [1.980, -0.840, -0.292], [2.795, 0.338, -0.016], [1.907, 1.490, -0.461], [0.527, 1.402, 0.260], [-0.071, 0.123, 0.066], [-1.567, 0.076, -0.073], [-1.910, -1.297, -0.642], [-1.244, -2.413, 0.217], [0.160, -2.311, -0.044], [0.600, -1.074, 0.030], [3.673, 0.216, -0.657], [2.945, 0.377, 1.051], [1.752, 1.181, -1.554], [2.389, 2.524, -0.338], [0.622, 1.723, 1.282], [-0.155, 2.073, -0.075], [-1.801, 0.875, -0.776], [-1.884, 0.005, 0.991], [-1.493, -1.420, -1.630], [-2.965, -1.540, -0.604], [-1.474, -2.248, 1.231], [-1.631, -3.435, -0.130]]}


Most stable: run two


Run one
{"formula": "C4H14N", "method": "ωB97M-V/def2-TZVPD", "charge": 1, "homo_energy_ev": -16.1102, "elements": ["C", "C", "C", "N", "H", "H", "H", "H", "H", "H", "H", "H", "H", "H", "C", "H", "H", "H", "H"], "positions_angstrom": [[-0.498, -0.869, -0.643], [0.604, -0.176, -1.418], [1.447, -1.129, -2.242], [-1.311, 0.187, 0.102], [-1.238, -1.422, -1.218], [-0.119, -1.532, 0.133], [1.231, 0.370, -0.712], [0.151, 0.553, -2.094], [1.910, -1.949, -1.696], [0.871, -1.610, -3.037], [2.246, -0.583, -2.741], [-0.720, 0.830, 0.640], [-1.869, 0.751, -0.537], [-1.972, -0.231, 0.751], [-0.157, 1.350, 2.912], [0.196, 2.067, 2.170], [-0.007, 1.793, 3.890], [0.458, 0.452, 2.880], [-1.224, 1.146, 2.860]]}


Run two
{"formula": "C4H14N", "method": "ωB97M-V/def2-TZVPD", "charge": 1, "homo_energy_ev": -14.7206, "elements": ["C", "C", "N", "H", "H", "H", "H", "H", "H", "H", "H", "C", "C", "H", "H", "H", "H", "H", "H"], "positions_angstrom": [[-1.794, 1.408, 0.025], [-0.289, 1.535, 0.029], [-2.251, 0.508, 1.247], [-2.386, 2.311, 0.155], [-2.112, 0.787, -0.806], [0.153, 1.036, -0.824], [0.200, 1.148, 0.932], [-2.637, 1.068, 2.011], [-2.992, -0.125, 0.944], [-1.453, -0.054, 1.555], [0.030, 2.573, 0.062], [2.537, -1.029, -0.739], [1.351, -2.002, -0.547], [3.395, -1.569, -1.140], [2.281, -0.294, -1.490], [2.874, -0.586, 0.203], [1.194, -2.447, 0.441], [1.481, -2.801, -1.274], [0.417, -1.468, -0.785]]}


Most stable: run one